<one>
{
  "formula": "CH9NO5",
  "method": "ωB97M-V/def2-TZVPD",
  "smiles": "NC(=O)O.O.O.O",
  "charge": 0,
  "orbital_gap_ev": 10.2,
  "species": ["N", "C", "O", "O", "H", "H", "H", "O", "H", "H", "O", "H", "H", "O", "H", "H"],
  "xyz": [[1.60738, -0.58856, -1.09209], [2.25446, -0.40239, 0.08566], [2.53150, -1.28771, 0.85788], [2.59488, 0.89405, 0.30092], [1.32037, 0.22379, -1.60445], [1.31833, -1.54188, -1.19274], [2.82559, 0.94455, 1.23550], [-0.96362, 1.38041, 0.90091], [-1.76389, 0.90913, 1.15376], [-1.01678, 2.23815, 1.33014], [-2.21492, -1.58705, 1.15573], [-3.17261, -1.68461, 1.06272], [-2.05083, -1.89524, 2.05885], [-0.90584, 0.93128, -2.43047], [-1.59085, 0.26331, -2.31002], [-0.77316, 1.20274, -1.51232]],
  "nbo_charge": [-0.845, 0.875, -0.663, -0.703, 0.422, 0.413, 0.497, -0.954, 0.484, 0.472, -0.942, 0.468, 0.476, -0.950, 0.466, 0.484]
}


<two>
{
  "formula": "CH9NO5",
  "method": "ωB97M-V/def2-TZVPD",
  "smiles": "NC(=O)O.O.O.O",
  "charge": 0,
  "orbital_gap_ev": 11.3,
  "species": ["N", "C", "O", "O", "H", "H", "H", "O", "H", "H", "O", "H", "H", "O", "H", "H"],
  "xyz": [[1.24081, 2.01924, -1.11424], [0.93222, 0.90812, -0.40367], [0.35982, 0.93955, 0.65013], [1.21832, -0.23755, -1.07144], [1.88119, 1.91394, -1.87966], [0.63126, 2.80477, -0.98659], [1.89686, -0.75776, -0.61803], [1.03021, -1.97737, 1.30037], [0.42255, -2.57845, 1.74671], [0.49566, -1.23338, 0.99454], [-1.57813, 2.67110, 3.18551], [-0.96681, 2.34376, 2.51000], [-2.42211, 2.33240, 2.85240], [-2.40325, -3.43165, -2.73929], [-2.05784, -3.46938, -3.63734], [-2.65494, -4.35056, -2.60131]],
  "nbo_charge": [-0.838, 0.879, -0.642, -0.724, 0.406, 0.411, 0.514, -0.969, 0.474, 0.488, -0.941, 0.479, 0.463, -0.928, 0.464, 0.464]
}


Q: Which of them is the most stable? A: <one>.


<one>
{
  "formula": "C2H4N2S2",
  "method": "ωB97M-V/def2-TZVPD",
  "smiles": "SN1CN=CS1",
  "charge": 0,
  "orbital_gap_ev": 9.4,
  "species": ["S", "N", "C", "N", "C", "S", "H", "H", "H", "H"],
  "xyz": [[2.09414, -0.59619, -0.49504], [0.61755, -0.58657, 0.43404], [-0.22691, 0.52828, 0.19258], [-1.47991, 0.01266, -0.81378], [-1.51173, -1.22688, -0.71847], [-0.32122, -2.03896, 0.31032], [2.84599, -0.13023, 0.51529], [0.27297, 1.34386, -0.31219], [-0.74990, 0.83326, 1.09618], [-2.21683, -1.86413, -1.22202]],
  "nbo_charge": [0.171, -0.715, -0.097, -0.399, -0.111, 0.408, 0.112, 0.220, 0.200, 0.212]
}


<two>
{
  "formula": "C2H4N2S2",
  "method": "ωB97M-V/def2-TZVPD",
  "smiles": "C=NSC(N)=S",
  "charge": 0,
  "orbital_gap_ev": 8.4,
  "species": ["C", "N", "S", "C", "N", "S", "H", "H", "H", "H"],
  "xyz": [[-2.17316, -0.51009, -0.26047], [-0.90549, -0.17450, -0.12775], [0.31128, -1.41385, 0.21684], [1.54603, -0.16850, -0.07050], [1.33862, 1.12384, 0.11795], [3.16014, -0.86691, -0.15390], [-2.85513, -1.53463, -0.19094], [-2.84291, 0.30831, -0.16287], [0.34497, 1.49939, 0.52848], [2.07565, 1.73692, 0.10315]],
  "nbo_charge": [-0.058, -0.591, 0.500, -0.026, -0.767, -0.252, 0.176, 0.174, 0.434, 0.410]
}


Q: Which of them is the most stable? A: <one>.


<one>
{
  "formula": "C2H4N2S2",
  "method": "ωB97M-V/def2-TZVPD",
  "smiles": "N/N=C/C(=S)S",
  "charge": 0,
  "orbital_gap_ev": 7.9,
  "species": ["N", "N", "C", "C", "S", "S", "H", "H", "H", "H"],
  "xyz": [[-0.56189, 1.45907, -2.46028], [-0.53608, 0.89232, -1.23551], [0.65200, 0.65083, -0.62836], [0.32534, -0.30003, 0.40965], [1.58388, -1.02842, 1.19237], [-1.40959, -0.38247, 0.77843], [-1.42098, 2.10927, -2.62399], [0.24120, 2.16207, -2.63968], [1.65159, 0.92660, -0.93025], [-1.43879, -1.18831, 1.84391]],
  "nbo_charge": [-0.585, -0.170, -0.096, -0.294, -0.016, 0.111, 0.374, 0.337, 0.217, 0.124]
}


<two>
{
  "formula": "C2H4N2S2",
  "method": "ωB97M-V/def2-TZVPD",
  "charge": 0,
  "orbital_gap_ev": [7.1, 7.0],
  "species": ["C", "C", "N", "N", "S", "S", "H", "H", "H", "H"],
  "xyz": [[0.93889, -0.89589, 0.55167], [-0.26388, 1.01467, -0.13657], [-0.44784, -1.23020, 0.51094], [-1.02756, -0.15082, 0.09493], [-2.61527, 0.39829, 0.04638], [1.21316, 0.86730, 0.71538], [1.62698, -1.49915, 1.12646], [1.22513, -0.97301, -0.48535], [0.19780, 0.52340, -2.07053], [-0.84742, 1.94540, -0.35331]],
  "nbo_charge": [-0.430, -0.279, -0.133, -0.225, -0.033, 0.353, 0.251, 0.232, -0.035, 0.299]
}


<three>
{
  "formula": "C2H4N2S2",
  "method": "ωB97M-V/def2-TZVPD",
  "smiles": "[H]/N=C\\NSC=S",
  "charge": 0,
  "orbital_gap_ev": 8.1,
  "species": ["H", "N", "C", "N", "S", "C", "S", "H", "H", "H"],
  "xyz": [[0.49094, -0.04493, 1.66762], [1.00420, 0.73948, 1.48759], [1.16125, 0.82280, 0.14496], [0.86054, -0.08508, -0.89879], [-0.06632, -1.50346, -0.63286], [-1.60835, -0.97341, -0.08188], [-1.74593, 0.75081, 0.05537], [1.77108, 1.64059, -0.43598], [0.57194, 0.31297, -1.73098], [-2.43936, -1.65976, 0.42496]],
  "nbo_charge": [0.325, -0.642, 0.278, -0.763, 0.538, -0.556, -0.043, 0.188, 0.401, 0.276]
}


Q: Which of them is the most stable? A: <one>.